{"formula": "C14H15F9I2O4S", "method": "the ωB97M-V functional and the def2-TZVPD basis", "e_homo_ev": -9.0, "gap_ev": 7.87, "species": ["C", "C", "I", "C", "I", "C", "C", "C", "C", "C", "F", "F", "C", "F", "F", "S", "F", "F", "F", "F", "F", "C", "O", "O", "C", "O", "H", "H", "H", "H", "H", "H", "H", "H", "H", "C", "C", "O", "C", "H", "H", "H", "H", "H", "H"], "positions_angstrom": [[-2.8624, 3.9614, 0.7656], [-2.0562, 4.2657, -0.5090], [-0.9618, 6.1101, -0.2175], [-1.0855, 3.1263, -0.8177], [0.2245, 3.6113, -2.4851], [-1.7295, 1.8250, -1.1814], [-1.1447, 0.6250, -1.2490], [0.2503, 0.2000, -0.9417], [0.3249, -0.9001, 0.1405], [1.1641, -0.5102, 1.3374], [1.5882, -1.6170, 1.9806], [2.2599, 0.1765, 0.9501], [0.3258, 0.3197, 2.3738], [-0.4272, 1.2027, 1.6913], [-0.4985, -0.5299, 2.9849], [1.2551, 1.3224, 3.7065], [2.5038, 0.3512, 3.6177], [0.6689, 0.4450, 4.8823], [0.0162, 2.3092, 3.8445], [1.8545, 2.2381, 2.5485], [2.0322, 2.1923, 4.7613], [-2.1741, -0.3554, -1.7023], [-2.0889, -1.5359, -1.7987], [-3.3280, 0.3345, -2.0001], [-3.1699, 1.6400, -1.5579], [-4.0939, 2.3807, -1.4911], [-3.8699, 3.6359, 0.5007], [-2.3786, 3.1720, 1.3493], [-2.9513, 4.8379, 1.4031], [-2.6911, 4.4618, -1.3698], [-0.4257, 3.0049, 0.0426], [0.6977, -0.1792, -1.8652], [0.8230, 1.0777, -0.6415], [0.7854, -1.7957, -0.2786], [-0.6680, -1.1854, 0.4930], [1.0600, -5.5018, -1.4988], [2.0675, -4.4171, -1.7844], [1.8450, -3.2587, -1.5133], [3.3642, -4.8433, -2.4249], [0.1718, -5.0709, -1.0435], [0.7860, -6.0087, -2.4256], [1.4935, -6.2462, -0.8287], [3.1653, -5.3286, -3.3819], [3.8747, -5.5661, -1.7861], [4.0027, -3.9772, -2.5794]], "atomic_forces_ev_per_a": [[-0.1612, 0.0047, -0.0988], [0.1085, 0.0831, 0.1545], [-0.1081, -0.0152, 0.1024], [-0.0171, 0.2711, -0.1341], [-0.0547, -0.1709, -0.0235], [0.0382, -0.0695, 0.1091], [-0.1503, -0.0749, 0.2217], [-0.1476, 0.1365, -0.0072], [-0.1174, -0.0992, -0.1946], [-0.1153, 0.1867, 0.1857], [0.0545, -0.2115, 0.1389], [0.1179, 0.1168, -0.0320], [0.1612, -0.0780, -0.0510], [0.0237, 0.0893, -0.0477], [-0.1589, -0.0076, 0.0281], [0.0468, 0.0508, -0.1463], [-0.0414, 0.0628, -0.0649], [0.0183, -0.0418, 0.0191], [-0.0088, -0.0498, 0.0023], [-0.0436, -0.0851, 0.1024], [0.0187, -0.0009, -0.0158], [0.1255, 0.1569, -0.0538], [0.0375, -0.1451, -0.1137], [-0.1275, 0.0370, 0.3432], [0.1740, -0.2426, -0.2178], [-0.0244, 0.1672, -0.2028], [0.1625, -0.0462, 0.0375], [-0.0303, 0.0774, -0.0079], [-0.0053, -0.0583, -0.0210], [-0.0082, 0.0520, 0.1405], [0.0995, -0.0944, -0.1984], [0.0232, 0.0373, 0.0889], [0.0413, -0.0774, -0.1074], [-0.0165, 0.0481, 0.0931], [0.0715, -0.0377, -0.0108], [-0.0427, 0.0868, 0.0359], [-0.0272, -0.0339, -0.0032], [0.0506, 0.0235, -0.0230], [0.0076, 0.1058, 0.0100], [0.0020, -0.0038, -0.0059], [0.0290, -0.0350, 0.0068], [0.0108, -0.0287, -0.0342], [0.0022, -0.0432, 0.0180], [-0.0158, -0.0370, -0.0233], [-0.0028, -0.0059, 0.0008]]}

---

{"formula": "C52H61ClF7NO2PS2", "method": "the ωB97M-V functional and the def2-TZVPD basis", "total_charge": 1, "e_homo_ev": -10.5, "gap_ev": 6.35, "species": ["C", "O", "C", "C", "C", "C", "P", "F", "C", "C", "C", "S", "C", "S", "N", "C", "C", "O", "C", "C", "C", "C", "C", "Cl", "H", "H", "H", "H", "H", "H", "H", "H", "H", "H", "H", "H", "H", "H", "H", "H", "H", "H", "H", "H", "H", "H", "H", "H", "H", "H", "H", "H", "H", "H", "H", "F", "C", "C", "C", "C", "C", "C", "H", "H", "H", "H", "H", "F", "C", "C", "C", "C", "C", "C", "H", "H", "H", "H", "H", "F", "C", "C", "C", "C", "C", "C", "H", "H", "H", "H", "H", "F", "C", "C", "C", "C", "C", "C", "H", "H", "H", "H", "H", "F", "C", "C", "C", "C", "C", "C", "H", "H", "H", "H", "H", "F", "C", "C", "C", "C", "C", "C", "H", "H", "H", "H", "H"], "positions_angstrom": [[-1.6821, -0.5790, 3.4562], [-3.1398, -0.3689, 3.6948], [-3.7916, 0.1298, 2.4410], [-4.1275, -1.1618, 1.4912], [-4.7868, -0.8115, 0.0347], [-4.3518, 0.6319, -0.6068], [-2.6386, 0.5712, -1.5332], [-1.7171, -0.8775, -1.1900], [-1.5109, 2.0633, -1.1332], [-0.4529, 1.7723, 0.1170], [0.8327, 0.8297, -0.3330], [1.0639, -0.4639, 1.0332], [0.8437, -2.2155, 0.3002], [1.8365, -2.5218, -1.0887], [-0.0909, -3.2336, 0.9177], [0.7742, -4.3065, 1.5410], [-0.0154, -5.6964, 1.9181], [-0.5224, -6.2555, 0.6210], [-1.6059, -5.3203, 0.2558], [-1.0988, -3.7852, -0.0638], [-3.0034, 0.6138, -3.4413], [-2.3891, -0.6716, -4.2523], [-3.0588, -2.1324, -3.7852], [-2.9377, -0.4613, -6.0492], [-1.0027, 0.2330, 3.9593], [-1.3959, -1.6921, 3.7708], [-1.5341, -0.5108, 2.2957], [-3.1284, 0.9450, 1.9219], [-4.7877, 0.6718, 2.8145], [-3.1705, -1.8580, 1.4453], [-4.9442, -1.8034, 2.0805], [-4.3897, -1.6447, -0.7230], [-5.9741, -0.9284, 0.0029], [-5.1392, 0.8560, -1.4759], [-4.4202, 1.5457, 0.1227], [-0.8278, 2.3017, -2.0803], [-2.1362, 3.0580, -0.9517], [-0.0578, 2.8309, 0.4684], [-0.9658, 1.2530, 1.0336], [1.8345, 1.4767, -0.3643], [0.6956, 0.3361, -1.3979], [1.7211, -4.6057, 0.9102], [1.1886, -3.8623, 2.5583], [0.6268, -6.4628, 2.5280], [-0.9608, -5.4311, 2.5576], [-2.5118, -5.3220, 1.0298], [-2.0644, -5.7370, -0.7605], [-2.0750, -3.1033, 0.0204], [-0.7695, -3.7647, -1.1862], [-4.1787, 0.6310, -3.5859], [-2.5853, 1.5889, -3.9606], [-1.2070, -0.7127, -4.2154], [-3.4219, -2.1209, -2.6681], [-2.1727, -2.9196, -3.8573], [-3.9014, -2.4850, -4.5469], [3.2458, -0.3388, -9.0544], [2.2594, 0.4584, -8.6231], [1.1063, -0.1071, -8.0898], [0.0812, 0.7226, -7.6358], [0.2162, 2.1099, -7.7304], [1.3752, 2.6678, -8.2719], [2.4047, 1.8381, -8.7154], [1.0158, -1.1869, -8.0321], [-0.8211, 0.2905, -7.2101], [-0.5856, 2.7566, -7.3803], [1.4763, 3.7478, -8.3482], [3.3162, 2.2550, -9.1307], [0.7678, 2.9367, 2.9502], [-0.2186, 3.7339, 3.3815], [-1.3716, 3.1684, 3.9148], [-2.3968, 3.9981, 4.3688], [-2.2618, 5.3854, 4.2742], [-1.1027, 5.9434, 3.7328], [-0.0732, 5.1136, 3.2892], [-1.4622, 2.0886, 3.9725], [-3.2990, 3.5660, 4.7945], [-3.0635, 6.0322, 4.6243], [-1.0016, 7.0233, 3.6564], [0.8382, 5.5306, 2.8739], [-9.3006, -0.3515, -4.4784], [-8.3425, 0.3981, -5.0394], [-8.6777, 1.6194, -5.6137], [-7.6796, 2.4026, -6.1934], [-6.3579, 1.9502, -6.2019], [-6.0323, 0.7207, -5.6274], [-7.0287, -0.0570, -5.0380], [-9.7110, 1.9506, -5.6051], [-7.9301, 3.3625, -6.6381], [-5.5805, 2.5594, -6.6581], [-5.0035, 0.3688, -5.6388], [-6.7919, -1.0111, -4.5789], [4.3677, 5.5390, 5.7802], [4.1723, 4.2168, 5.6889], [3.1779, 3.7286, 4.8484], [2.9775, 2.3518, 4.7491], [3.7675, 1.4782, 5.5005], [4.7597, 1.9782, 6.3452], [4.9672, 3.3544, 6.4357], [2.5685, 4.4226, 4.2788], [2.2078, 1.9596, 4.0890], [3.6079, 0.4046, 5.4262], [5.3705, 1.2966, 6.9321], [5.7400, 3.7598, 7.0804], [3.5017, 0.0983, 2.5552], [4.7276, 0.2577, 2.0390], [5.6028, 1.1670, 2.6227], [6.8811, 1.3296, 2.0887], [7.2664, 0.5881, 0.9691], [6.3789, -0.3185, 0.3873], [5.1048, -0.4889, 0.9283], [5.2831, 1.7403, 3.4868], [7.5756, 2.0323, 2.5425], [8.2620, 0.7184, 0.5503], [6.6796, -0.8915, -0.4865], [4.4055, -1.1957, 0.4941], [6.2160, -1.6424, 3.7071], [6.0206, -2.9646, 3.6157], [5.0262, -3.4528, 2.7753], [4.8258, -4.8296, 2.6760], [5.6158, -5.7032, 3.4274], [6.6080, -5.2032, 4.2720], [6.8155, -3.8270, 4.3625], [4.4168, -2.7588, 2.2057], [4.0561, -5.2218, 2.0158], [5.4562, -6.7768, 3.3530], [7.2188, -5.8848, 4.8590], [7.5883, -3.4216, 5.0073]], "atomic_forces_ev_per_a": [[-0.0388, -0.8165, -1.0638], [1.0004, 0.8982, -2.2467], [-0.7184, -0.2122, 0.9114], [-0.7400, -0.2759, 0.9724], [0.5114, -1.0425, -0.6692], [-1.1951, -0.2663, -0.5021], [0.9024, -0.3854, -0.2687], [-2.5243, 3.7699, -0.7888], [1.5449, 0.5813, 0.0216], [0.2341, 0.3280, 0.0823], [0.2360, 0.6118, -0.7849], [-0.9998, -1.4019, -0.8731], [0.9745, 0.0425, -2.4583], [-2.3216, 0.4274, 2.8088], [1.5376, 0.0871, -0.9600], [1.4750, -1.2540, 1.9410], [-0.6477, 1.1359, -0.3842], [-1.0721, 2.3992, 1.8465], [-0.7547, -0.2489, -1.2220], [-1.6128, -0.2142, -0.7752], [-0.2911, -0.4660, -1.1638], [-0.6336, -0.9132, 0.5275], [1.0971, -0.2764, -0.3987], [1.1779, -0.1536, 1.6662], [-1.4241, -1.7408, -0.7238], [-0.5487, 2.6032, -0.4688], [0.1342, -0.2288, 2.2191], [-1.0278, -1.5470, 0.8993], [2.1160, -1.2625, -0.9414], [-1.8935, 1.6401, -0.2256], [1.8661, 1.4248, -1.2467], [-0.9665, 1.7340, 1.5626], [2.7102, 0.5901, 0.2879], [1.9344, -0.4074, 1.6351], [0.5393, -1.8442, -1.2926], [-1.6467, -0.7633, 1.8045], [0.8995, -2.4024, -0.2674], [-0.8985, -2.2502, -0.7275], [0.8169, 1.1256, -1.8119], [-2.2789, -1.4614, 0.1031], [0.2768, 0.8314, 2.2936], [-1.9669, 0.6308, 0.8648], [-0.7869, -0.8385, -2.0204], [-1.0165, 1.5182, -1.6358], [1.7776, -0.4969, -0.9527], [2.1705, -0.0272, -1.2753], [1.0692, 0.9340, 2.1600], [2.0353, -1.4332, -0.2635], [-0.1688, 0.0305, 2.1600], [2.3984, -0.1358, 0.4486], [-0.6779, -1.8074, 1.5067], [-2.6161, 0.2271, -0.1884], [0.5922, 0.0449, -2.2646], [-1.9953, 1.5821, 0.2032], [1.7755, 1.0147, 1.8878], [0.0287, -0.0304, -0.0057], [-0.6551, 0.5345, 0.2820], [0.0433, -0.0539, 0.0170], [0.3480, 0.2801, -0.1360], [0.0363, -0.0855, 0.0311], [-0.0999, -0.3723, 0.0791], [0.0390, -0.0076, -0.0221], [0.0569, 0.0967, -0.0349], [0.2846, 0.0848, -0.1908], [0.1281, -0.0938, -0.0925], [0.0237, -0.2128, -0.0017], [-0.0877, -0.0879, 0.0169], [0.1028, -0.1961, -0.4061], [-1.0598, 0.8641, 0.4669], [0.0641, -0.0870, -0.0915], [0.2730, 0.3143, -0.1876], [-0.0009, -0.0726, -0.0186], [-0.1428, -0.3693, 0.0615], [0.0790, -0.0835, -0.0871], [-0.0024, 0.2066, 0.0464], [0.1915, 0.0295, -0.0695], [0.1768, -0.1268, -0.0580], [0.0303, -0.2205, 0.0252], [-0.0613, -0.0467, 0.0247], [-0.0288, -0.0462, 0.0472], [0.5856, 0.5107, -0.3785], [-0.0346, -0.0069, 0.0255], [0.2114, -0.3647, 0.1464], [-0.0626, 0.0494, 0.0476], [-0.3744, 0.2953, 0.0742], [-0.0572, -0.0090, 0.1006], [0.1001, -0.0773, 0.0223], [0.0017, -0.2036, 0.0768], [-0.1413, -0.1192, 0.0545], [-0.5942, 0.1436, -0.0547], [-0.0897, 0.0053, -0.0667], [0.0147, 0.1704, -0.0025], [-0.1053, -0.9980, -0.0567], [0.0014, 0.0109, -0.0259], [0.2735, -0.0666, 0.3890], [-0.0816, 0.0844, 0.1281], [-0.2964, 0.1387, -0.2495], [0.0385, 0.0954, -0.0021], [0.1090, -0.0374, 0.0871], [0.3533, 0.0853, 0.2626], [0.0544, 0.2012, -0.0160], [-0.0852, 0.1580, -0.1096], [-0.1000, 0.0072, -0.0652], [-0.2629, -0.0949, 0.3001], [1.3415, 0.3167, -0.5940], [-0.0640, 0.1058, -0.0052], [-0.2612, -0.3532, -0.3029], [-0.0260, -0.0001, 0.0447], [0.0041, 0.2584, 0.3187], [-0.1481, 0.0985, 0.0303], [0.0531, -0.1097, -0.1340], [-0.1659, -0.1160, -0.0554], [-0.1957, -0.0396, 0.0768], [-0.0820, 0.0723, 0.1751], [-0.0082, 0.0749, -0.0107], [0.0490, 0.0753, 0.1037], [-0.1108, -0.9914, -0.0579], [-0.0680, 0.0382, -0.0149], [0.3698, 0.0642, 0.3681], [-0.0490, 0.0200, -0.0386], [-0.2768, 0.1876, -0.2605], [0.0006, 0.0624, 0.0034], [0.0964, -0.0592, 0.0977], [0.1193, 0.0884, 0.0917], [0.0443, 0.2076, 0.0165], [-0.0937, 0.1604, -0.1139], [-0.0940, 0.0043, -0.0696]]}

---

{"formula": "CHN3O2", "method": "the ωB97M-V functional and the def2-TZVPD basis", "e_homo_ev": -11.2, "e_above_lowest_kj_mol": 88.02, "gap_ev": 11.84, "species": ["C", "N", "N", "N", "O", "O", "H"], "positions_angstrom": [[0.5746, -1.2662, -0.1904], [2.5114, 0.7914, -0.4950], [3.2708, 0.3299, 0.1853], [0.2888, -0.6077, 0.7903], [1.1495, -1.7310, -1.0716], [4.1259, -0.1785, 0.7896], [-0.5261, -0.8205, 1.3678]], "atomic_forces_ev_per_a": [[0.8113, 0.7759, 1.0265], [0.2105, 0.1079, 0.5510], [-0.9291, 0.7500, -1.8253], [-1.3761, -0.3087, 0.6117], [-0.1127, -0.8689, -1.2406], [0.9426, -0.6445, 1.2197], [0.4533, 0.1883, -0.3430]]}

---

| no. | M (u) | electronic energy (hartree) |
| --- | --- | --- |
| 1 | 704.13 | -2735.7735 |
| 2 | 995.61 | -4519.6833 |
| 3 | 87.04 | -353.3996 |